C39H50N5O11 | ωB97M-V/def2-TZVPD

Last column: Löwdin charge in e.
Element x y z (Å)
C1 3.24080 1.35067 2.48862  0.01
C2 2.68385 0.92427 3.93263  -0.37
O1 3.55532 0.70353 4.81595  0.06
O2 1.29919 0.82683 4.26270  -0.07
C3 0.60748 -0.08584 3.37267  -0.20
C4 -0.97669 -0.15473 3.59393  -0.15
C5 -1.85348 0.33563 2.34883  -0.20
C6 -2.08153 -0.76294 1.20001  -0.20
C7 -1.90073 -0.18564 -0.30186  -0.20
C8 -0.37281 0.11051 -0.70033  -0.18
C9 0.32679 -1.09431 -1.55439  -0.11
C10 1.84168 -1.40651 -1.03623  -0.09
N1 1.80161 -2.76287 -0.38283  -0.14
C11 3.12490 -3.46124 -0.29542  -0.12
C12 3.12735 -4.80358 0.58655  -0.08
C13 1.71003 -5.22481 1.22528  -0.30
O3 2.00864 -5.75546 2.56408  -0.07
C14 0.66561 -4.02010 1.44422  -0.09
C15 1.31561 -2.61178 1.05044  -0.12
H1 2.77049 2.35981 2.23817  0.10
H2 4.38175 1.35870 2.43868  0.11
H3 2.85405 0.60452 1.69953  0.06
H4 1.06421 -1.13489 3.48684  0.13
H5 0.79110 0.22775 2.28648  0.09
H6 -1.23409 -1.20071 3.96848  0.12
H7 -1.21163 0.57380 4.45977  0.13
H8 -2.89257 0.60359 2.77544  0.12
H9 -1.45419 1.32731 1.91305  0.13
H10 -3.18811 -1.08705 1.27409  0.12
H11 -1.48452 -1.73696 1.36817  0.10
H12 -2.26749 -1.02147 -1.00788  0.11
H13 -2.61073 0.70177 -0.47446  0.12
H14 -0.28386 1.09483 -1.29634  0.13
H15 0.28695 0.25252 0.22593  0.07
H16 -0.35619 -2.00845 -1.47740  0.12
H17 0.37100 -0.76227 -2.65396  0.11
H18 2.55915 -1.41743 -1.91682  0.11
H19 2.16982 -0.64080 -0.24732  0.13
H20 1.13461 -3.42232 -0.82477  0.18
H21 3.84695 -2.72633 0.22587  0.15
H22 3.56741 -3.61552 -1.34901  0.15
H23 3.89206 -4.70785 1.42681  0.13
H24 3.49686 -5.65412 -0.10007  0.13
H25 1.28453 -6.10241 0.62313  0.16
H26 1.95050 -4.99777 3.18630  0.09
H27 -0.21450 -4.21862 0.71844  0.13
H28 0.21173 -3.95675 2.48530  0.13
H29 0.64132 -1.70927 1.19739  0.09
H30 2.23270 -2.44744 1.73264  0.16
C16 5.37629 -1.15780 -7.21515  -0.06
C17 4.52471 -0.15646 -6.75731  -0.05
C18 4.29395 -0.00799 -5.39466  0.01
C19 4.92636 -0.86733 -4.49718  -0.15
C20 5.77440 -1.87694 -4.94969  0.00
C21 5.99670 -2.01919 -6.31442  -0.06
N2 4.70620 -0.69913 -3.06056  -0.35
O4 3.94021 0.18561 -2.69876  0.05
O5 5.30114 -1.44960 -2.29796  0.06
H31 5.55836 -1.26698 -8.27977  0.11
H32 4.04303 0.51066 -7.46398  0.12
H33 3.62847 0.77598 -5.05090  0.12
H34 6.26617 -2.55216 -4.25823  0.12
H35 6.65696 -2.79934 -6.67748  0.11
C22 -5.38784 0.69263 -4.51139  -0.06
C23 -5.09771 0.56710 -5.86698  -0.05
C24 -3.78452 0.36855 -6.28185  0.01
C25 -2.77145 0.29357 -5.32704  -0.15
C26 -3.05492 0.42625 -3.97205  -0.01
C27 -4.36918 0.62695 -3.56707  -0.06
N3 -1.39170 0.06044 -5.74928  -0.34
O6 -1.16897 -0.03397 -6.94489  0.09
O7 -0.53629 -0.03113 -4.87566  0.03
H36 -6.41369 0.84205 -4.18877  0.09
H37 -5.89568 0.62084 -6.59976  0.12
H38 -3.56993 0.27190 -7.34024  0.12
H39 -2.27045 0.37355 -3.22499  0.09
H40 -4.60197 0.72855 -2.51218  0.10
C28 3.32406 0.33827 7.68650  -0.07
C29 1.95228 0.34799 7.45401  -0.06
C30 1.06438 0.39409 8.52373  0.00
C31 1.56234 0.43474 9.82450  -0.15
C32 2.93411 0.41763 10.06507  0.00
C33 3.81477 0.36858 8.98926  -0.06
N4 0.63092 0.50872 10.95251  -0.35
O8 -0.56628 0.50279 10.70377  0.07
O9 1.10267 0.57599 12.07703  0.08
H41 4.01271 0.30792 6.85155  0.08
H42 1.57546 0.32281 6.43867  0.08
H43 -0.00226 0.40131 8.32902  0.12
H44 3.32915 0.44413 11.07457  0.12
H45 4.88512 0.35785 9.16548  0.11
C34 -6.04560 7.18784 -2.64196  -0.07
C35 -5.71053 6.26181 -1.65847  -0.07
C36 -6.13583 4.94276 -1.77005  0.00
C37 -6.89389 4.56063 -2.87524  -0.15
C38 -7.23909 5.48441 -3.85939  0.00
C39 -6.81164 6.80203 -3.73796  -0.06
N5 -7.32297 3.16739 -3.01015  -0.33
O10 -7.01636 2.38525 -2.11358  0.05
O11 -7.96021 2.86108 -4.01154  0.07
H46 -5.70709 8.21564 -2.55425  0.11
H47 -5.11451 6.56854 -0.80555  0.11
H48 -5.86827 4.23102 -0.99722  0.12
H49 -7.83275 5.19567 -4.71962  0.12
H50 -7.07227 7.52869 -4.49984  0.11

Summary:
- Orbital gap: 7.964 eV
- Charge: +1
- E: -2616.79068 Ha

C16H44N4O4 | ωB97M-V/def2-TZVPD

Last column: Löwdin charge in e.
Element x y z (Å)
C1 0.82532 -3.17022 -2.71284  -0.05
C2 0.62984 -2.35678 -4.00433  -0.40
C3 1.21109 -3.07755 -5.28153  -0.20
O1 2.62154 -3.01543 -5.32364  -0.18
C4 3.21232 -1.77094 -5.83473  -0.07
N1 -0.83652 -2.38378 -4.19206  0.03
H1 0.62319 -2.50708 -1.87172  0.03
H2 1.86990 -3.46756 -2.62050  0.09
H3 0.17423 -4.03693 -2.59885  0.09
H4 1.07560 -1.36302 -3.96152  0.10
H5 0.58171 -2.82030 -6.13348  0.12
H6 1.07546 -4.11929 -4.99088  0.12
H7 2.81042 -0.81962 -5.48608  0.08
H8 3.16861 -1.70925 -6.92211  0.08
H9 4.27419 -1.75126 -5.58948  0.08
H10 -1.01590 -3.35150 -4.41890  0.07
H11 -1.20117 -2.25454 -3.25909  0.02
C5 1.96716 1.80748 7.07202  -0.07
C6 2.11355 2.80546 5.95650  -0.44
C7 2.75318 2.21784 4.63974  -0.20
O2 2.00065 1.28250 3.92463  -0.22
C8 2.77321 0.54259 3.03746  -0.14
N2 0.85646 3.43185 5.62198  0.04
H12 1.29205 2.12008 7.86865  0.08
H13 2.96951 1.73188 7.49354  0.08
H14 1.64523 0.79422 6.83166  0.08
H15 2.75979 3.57787 6.37347  0.13
H16 3.71544 1.81608 4.95712  0.12
H17 3.11422 2.99988 3.97178  0.12
H18 3.29240 -0.25146 3.57416  0.11
H19 3.58505 1.07186 2.53857  0.10
H20 2.21032 0.05276 2.24291  0.07
H21 0.28524 2.61243 5.47246  0.07
H22 1.12189 3.82229 4.72912  0.07
C9 1.00753 -0.02764 -1.76442  -0.05
C10 -0.26106 -0.50949 -1.13883  -0.42
C11 -0.63277 0.15624 0.22941  -0.17
O3 0.19503 -0.45040 1.22421  -0.17
C12 0.24473 0.36786 2.38973  -0.13
N3 -1.26525 -0.12204 -2.04024  0.05
H23 1.02926 1.04802 -1.93929  0.09
H24 0.95341 -0.43477 -2.77408  0.03
H25 1.87626 -0.38013 -1.20841  0.09
H26 -0.18364 -1.58929 -1.01178  0.11
H27 -1.56509 -0.27502 0.59397  0.11
H28 -0.75526 1.23929 0.21931  0.10
H29 0.62655 1.35105 2.11467  0.10
H30 0.86763 -0.01035 3.20031  0.07
H31 -0.77402 0.40723 2.77535  0.10
H32 -2.06202 -0.57960 -1.62085  -0.12
H33 -1.10531 -0.45906 -2.97882  0.07
C13 -3.93836 2.66013 0.55276  -0.07
C14 -3.03070 1.51960 0.05129  -0.39
C15 -3.77115 0.27205 -0.54802  -0.15
O4 -2.98092 -0.76258 -0.90405  -0.23
C16 -3.57539 -2.03661 -1.15740  -0.01
N4 -2.31469 2.29799 -1.00355  0.03
H34 -4.57850 2.29846 1.35745  0.07
H35 -4.52743 3.21184 -0.17984  0.08
H36 -3.18863 3.25911 1.06971  0.08
H37 -2.36004 1.22773 0.85946  0.09
H38 -4.16521 0.49758 -1.53894  0.14
H39 -4.67282 0.01443 0.00762  0.13
H40 -4.08002 -2.56968 -0.35163  0.10
H41 -2.83690 -2.69826 -1.61011  0.10
H42 -4.40268 -1.88735 -1.85126  0.10
H43 -1.75070 1.65417 -1.53975  0.02
H44 -1.57682 2.84862 -0.58829  0.07

Summary:
- Orbital gap: 8.959 eV
- E: -1155.66001 Ha
- Energy above the lowest of the compared OMol25 structures with the same formula, charge and spin: 683.8 kJ/mol